1.
ORCA calculation (wB97M-V/def2-TZVPD) on C16H46BF4NO8V as an isolated structure.

```
77
C16H46BF4NO8V wB97M-V/def2-TZVPD
V -1.7510 -0.4605 0.5949
B 0.3687 -0.1834 -1.8922
F 0.9923 -1.4236 -1.8880
F 1.3138 0.7728 -2.2506
F -0.7239 -0.1955 -2.7504
F -0.0862 0.0781 -0.5526
C -0.9701 -1.1210 4.3162
C -0.5207 0.3479 4.3344
C 0.6747 0.2992 5.3392
C 1.4794 1.6025 5.4045
C 1.9156 1.9608 4.0026
C 0.7684 2.1200 3.0158
N -0.0025 0.8386 3.0537
O -1.0181 0.7635 2.0982
C 1.3385 2.2052 1.5998
C -0.0610 3.4073 3.2299
C -1.6352 1.1962 4.9948
H -0.1677 -1.7452 3.9160
H -1.8376 -1.2447 3.6617
H -1.1615 -1.4369 5.3372
H 1.4113 -0.4473 5.0377
H 0.2849 0.1365 6.3437
H 2.3862 1.4632 5.9971
H 0.9260 2.3890 5.9212
H 2.6157 1.2288 3.5914
H 2.4803 2.8974 3.9785
H 0.5366 2.2516 0.8606
H 1.8981 1.3374 1.2352
H 2.0502 3.0284 1.5477
H 0.4059 4.2770 2.7753
H -0.2505 3.6081 4.2857
H -1.0690 3.2692 2.8322
H -2.3662 1.5894 4.2858
H -1.2078 2.0896 5.4537
H -2.1693 0.6833 5.7935
C -0.1933 -4.4172 -2.2759
O -1.2012 -4.1195 -1.3061
H 0.6246 -4.9086 -1.7404
H -0.5123 -5.0990 -3.0668
H 0.2186 -3.5378 -2.7661
H -1.6073 -4.9457 -1.0311
C -1.3919 -1.7818 -5.7752
O -2.7204 -2.0271 -6.1919
H -0.9695 -0.8862 -6.2322
H -1.3870 -1.7428 -4.6860
H -0.7601 -2.6456 -6.0156
H -2.7420 -2.3313 -7.1014
C -3.3445 -1.5016 -1.9988
O -2.2746 -1.6630 -1.0351
H -3.5617 -2.4533 -2.4720
H -4.2375 -1.1444 -1.4803
H -3.0809 -0.6823 -2.6666
H -1.6731 -2.3257 -1.4343
C 0.9568 -2.0617 1.3042
O -0.4798 -2.0457 1.0954
H 1.4205 -2.7130 0.5693
H 1.3418 -1.0464 1.2428
H 1.2076 -2.3566 2.3232
H -0.7938 -2.8483 1.5312
C -2.0908 2.3277 -0.8295
O -2.7172 1.0968 -0.4733
H -2.5887 3.2260 -0.4667
H -1.0361 2.4386 -0.5809
H -2.0223 2.3915 -1.9205
H -3.6141 1.1303 -0.8252
C 3.1803 3.1475 -3.8067
O 3.1913 2.5868 -2.5082
H 4.0966 3.7130 -3.9634
H 3.0824 2.4181 -4.6154
H 2.3167 3.8209 -3.8537
H 2.5431 1.8702 -2.4258
C 2.9576 -1.2489 -4.8046
O 1.7580 -0.4961 -4.8140
H 2.8145 -2.1530 -4.2023
H 3.1144 -1.6518 -5.8052
H 3.8214 -0.6691 -4.4797
H 1.5056 -0.2465 -3.9196
```

Spin multiplicity: 3
Charge: +1
E_tot, eV: -72438.610
LUMO level (spin up / spin down), Ha: -0.1879 / -0.1742
HOMO (spin up / spin down), eV: -11.20 / -10.89
HOMO-LUMO gap (spin up / spin down), eV: 6.09 / 6.15

These are the Löwdin partial charges, in e, on atoms 1 to 8: atom 1 (V): 1.29, atom 2 (B): -1.25, atom 3 (F): 0.16, atom 4 (F): 0.15, atom 5 (F): 0.16, atom 6 (F): 0.06, atom 7 (C): -0.03, atom 8 (C): -0.49

---

2.
ORCA calculation (wB97M-V/def2-TZVPD) on a 5-piece molecular cluster, C16H47N4O5 overall.

```
72
C16H47N4O5 wB97M-V/def2-TZVPD
O 12.6061 -0.1584 -21.9836
H 13.4711 -0.5550 -21.5899
H 12.7201 0.8053 -22.3149
H 12.2238 -0.7353 -22.7601
C 16.8173 -2.5297 -20.5100
C 15.4473 -2.2928 -21.2007
C 14.3682 -3.2256 -20.6587
O 13.3040 -3.3647 -21.5507
C 12.4133 -4.3964 -21.2150
N 15.0234 -0.9013 -20.9319
H 17.0041 -3.5963 -20.3779
H 16.8341 -2.0374 -19.5416
H 17.5905 -2.1482 -21.1743
H 15.5141 -2.4131 -22.2810
H 14.0328 -2.8368 -19.6842
H 14.8116 -4.2116 -20.4639
H 11.6405 -4.5292 -21.9712
H 11.9062 -4.2272 -20.2604
H 12.9595 -5.3489 -21.2236
H 14.8830 -0.7646 -19.9327
H 15.7268 -0.2064 -21.1649
C 12.3175 2.9549 -24.3910
C 13.1711 3.2624 -23.1805
C 13.2022 4.7739 -22.9603
O 13.9913 5.0099 -21.8178
C 14.1217 6.3781 -21.5062
N 12.6137 2.5623 -21.9973
H 12.7271 3.2945 -25.3451
H 11.2804 3.2713 -24.2801
H 12.3279 1.8709 -24.5682
H 14.1936 2.9139 -23.3378
H 12.1846 5.1814 -22.9013
H 13.6746 5.2547 -23.8255
H 14.7150 6.4789 -20.6006
H 13.1300 6.8031 -21.3181
H 14.6002 6.9981 -22.2701
H 11.7223 3.0341 -21.8254
H 13.1761 2.9085 -21.2139
C 11.4774 -3.1650 -25.5666
C 12.2201 -2.1439 -24.7159
C 13.3506 -1.4745 -25.4899
O 13.9200 -0.4638 -24.7086
C 14.8930 0.2831 -25.4160
N 11.2860 -1.1794 -24.1140
H 12.1618 -3.8693 -26.0450
H 10.8890 -2.6059 -26.2979
H 10.7926 -3.7703 -24.9730
H 12.6499 -2.6465 -23.8369
H 12.8999 -1.1341 -26.4338
H 14.0530 -2.2752 -25.7429
H 15.7078 -0.3392 -25.7890
H 15.2983 1.0586 -24.7689
H 14.4154 0.8002 -26.2549
H 11.0018 -0.4124 -24.7213
H 10.3948 -1.5962 -23.8356
C 9.0825 -0.0168 -20.6303
C 8.4906 -1.4010 -20.5558
C 9.1211 -2.3693 -21.5739
O 8.7557 -2.1419 -22.9069
C 7.4482 -2.5544 -23.2546
N 8.6364 -1.9939 -19.2124
H 8.7996 0.4749 -21.5712
H 10.1734 -0.0617 -20.5794
H 8.7292 0.6923 -19.8792
H 7.4238 -1.3715 -20.7878
H 8.9097 -3.3984 -21.2619
H 10.2066 -2.2226 -21.5296
H 6.7328 -1.8656 -22.7935
H 7.2419 -3.5982 -23.0236
H 7.2523 -2.3829 -24.3140
H 9.6034 -2.1425 -18.9374
H 8.3110 -1.2929 -18.5527
```

Charge: +1
E_tot, eV: -33545.466
LUMO level, Ha: -0.0684
Energy above the lowest of the compared OMol25 structures with the same formula, charge and spin, eV: 0.2831
HOMO, eV: -11.61
HOMO-LUMO gap, eV: 9.75

These are the Löwdin partial charges, in e, on atoms 1 to 8: atom 1 (O): 0.08, atom 2 (H): 0.08, atom 3 (H): 0.09, atom 4 (H): 0.08, atom 5 (C): -0.04, atom 6 (C): -0.37, atom 7 (C): -0.22, atom 8 (O): -0.20

---

3.
ORCA calculation (wB97M-V/def2-TZVPD) on a 7-piece molecular cluster, C16H47N4O8 overall.

```
75
C16H47N4O8 wB97M-V/def2-TZVPD
C 0.0922 -4.2798 -0.9523
C -1.2898 -4.0586 -0.7462
C -2.0227 -2.7215 -1.2314
N -1.0395 -1.6648 -1.5665
C -1.0055 -0.5837 -0.6313
N -1.7340 -0.5042 0.5843
C -1.2311 -1.4209 1.6473
N -0.1899 0.4183 -0.9760
O -0.0364 1.5480 -0.2491
C 1.3542 1.9785 -0.1773
C 1.4356 3.4720 -0.7869
N 2.6120 3.6590 -1.6593
C 3.8729 3.8300 -0.8916
C 5.0261 4.5864 -1.7078
C 6.3350 3.6692 -1.7290
O 4.6331 4.9554 -3.0422
H 0.5977 -4.1110 -1.9558
H 0.7718 -4.6874 -0.1423
H -1.8476 -4.9140 -0.2307
H -2.8613 -2.4267 -0.5433
H -2.5246 -3.0194 -2.2155
H -1.2694 -1.3214 -2.5080
H -1.8995 0.4502 0.9038
H -0.3591 -0.9350 2.1768
H -1.0267 -2.4737 1.3074
H -2.0620 -1.5023 2.4240
H 0.3428 0.3703 -1.8591
H 1.7503 2.0501 0.8868
H 2.0408 1.3201 -0.7845
H 0.4990 3.6424 -1.4124
H 1.4744 4.2195 0.0687
H 2.7122 2.8806 -2.3197
H 4.2246 2.8323 -0.4791
H 3.6252 4.4826 0.0011
H 5.3099 5.5292 -1.1442
H 6.0153 2.6095 -2.0027
H 6.7698 3.6909 -0.6867
H 7.1023 4.0201 -2.4748
H 4.7155 4.1564 -3.6001
C 2.2375 0.4485 3.7973
O 1.0834 0.1250 4.5668
H 2.9680 -0.3513 3.9078
H 1.9633 0.5446 2.7424
H 2.6700 1.3842 4.1554
H 0.4545 0.8467 4.4527
C -4.6668 -6.2713 -1.0334
O -3.5255 -6.3301 -0.1832
H -5.2022 -5.3439 -0.8385
H -4.3491 -6.2916 -2.0792
H -5.3249 -7.1185 -0.8272
H -3.0702 -7.1577 -0.3751
C -2.4526 -1.1437 5.7710
O -1.4341 -1.7993 5.0261
H -3.1855 -1.8841 6.0887
H -2.0180 -0.6656 6.6524
H -2.9462 -0.3930 5.1464
H -0.7990 -1.1258 4.7541
C -6.0460 -4.0032 -4.0266
O -6.2106 -3.7770 -2.6317
H -5.0053 -4.2637 -4.2183
H -6.6883 -4.8267 -4.3476
H -6.2989 -3.0967 -4.5821
H -7.1356 -3.5494 -2.4876
C -3.2238 2.7719 -2.3414
O -2.4577 3.6692 -1.5491
H -4.1085 3.2931 -2.7035
H -2.6313 2.4314 -3.1957
H -3.5333 1.9135 -1.7372
H -1.6818 3.1862 -1.2409
C 5.4386 3.4280 2.5613
O 4.5564 2.3638 2.2198
H 5.2688 3.7024 3.6015
H 6.4748 3.1046 2.4384
H 5.2410 4.2934 1.9232
H 4.7252 2.1395 1.2983
```

Charge: +1
E_tot, eV: -39679.552
LUMO level, Ha: -0.1166
HOMO, eV: -11.27
HOMO-LUMO gap, eV: 8.09

These are the Löwdin partial charges, in e, on atoms 1 to 8: atom 1 (C): -0.02, atom 2 (C): -0.14, atom 3 (C): -0.18, atom 4 (N): 0.07, atom 5 (C): -0.21, atom 6 (N): 0.03, atom 7 (C): -0.04, atom 8 (N): 0.07

---

- E_tot of number 2 (C16H47N4O5)?
  -33545.466 eV

---

Copy entry 3 word for word.
ORCA calculation (wB97M-V/def2-TZVPD) on a 7-piece molecular cluster, C16H47N4O8 overall.

```
75
C16H47N4O8 wB97M-V/def2-TZVPD
C 0.0922 -4.2798 -0.9523
C -1.2898 -4.0586 -0.7462
C -2.0227 -2.7215 -1.2314
N -1.0395 -1.6648 -1.5665
C -1.0055 -0.5837 -0.6313
N -1.7340 -0.5042 0.5843
C -1.2311 -1.4209 1.6473
N -0.1899 0.4183 -0.9760
O -0.0364 1.5480 -0.2491
C 1.3542 1.9785 -0.1773
C 1.4356 3.4720 -0.7869
N 2.6120 3.6590 -1.6593
C 3.8729 3.8300 -0.8916
C 5.0261 4.5864 -1.7078
C 6.3350 3.6692 -1.7290
O 4.6331 4.9554 -3.0422
H 0.5977 -4.1110 -1.9558
H 0.7718 -4.6874 -0.1423
H -1.8476 -4.9140 -0.2307
H -2.8613 -2.4267 -0.5433
H -2.5246 -3.0194 -2.2155
H -1.2694 -1.3214 -2.5080
H -1.8995 0.4502 0.9038
H -0.3591 -0.9350 2.1768
H -1.0267 -2.4737 1.3074
H -2.0620 -1.5023 2.4240
H 0.3428 0.3703 -1.8591
H 1.7503 2.0501 0.8868
H 2.0408 1.3201 -0.7845
H 0.4990 3.6424 -1.4124
H 1.4744 4.2195 0.0687
H 2.7122 2.8806 -2.3197
H 4.2246 2.8323 -0.4791
H 3.6252 4.4826 0.0011
H 5.3099 5.5292 -1.1442
H 6.0153 2.6095 -2.0027
H 6.7698 3.6909 -0.6867
H 7.1023 4.0201 -2.4748
H 4.7155 4.1564 -3.6001
C 2.2375 0.4485 3.7973
O 1.0834 0.1250 4.5668
H 2.9680 -0.3513 3.9078
H 1.9633 0.5446 2.7424
H 2.6700 1.3842 4.1554
H 0.4545 0.8467 4.4527
C -4.6668 -6.2713 -1.0334
O -3.5255 -6.3301 -0.1832
H -5.2022 -5.3439 -0.8385
H -4.3491 -6.2916 -2.0792
H -5.3249 -7.1185 -0.8272
H -3.0702 -7.1577 -0.3751
C -2.4526 -1.1437 5.7710
O -1.4341 -1.7993 5.0261
H -3.1855 -1.8841 6.0887
H -2.0180 -0.6656 6.6524
H -2.9462 -0.3930 5.1464
H -0.7990 -1.1258 4.7541
C -6.0460 -4.0032 -4.0266
O -6.2106 -3.7770 -2.6317
H -5.0053 -4.2637 -4.2183
H -6.6883 -4.8267 -4.3476
H -6.2989 -3.0967 -4.5821
H -7.1356 -3.5494 -2.4876
C -3.2238 2.7719 -2.3414
O -2.4577 3.6692 -1.5491
H -4.1085 3.2931 -2.7035
H -2.6313 2.4314 -3.1957
H -3.5333 1.9135 -1.7372
H -1.6818 3.1862 -1.2409
C 5.4386 3.4280 2.5613
O 4.5564 2.3638 2.2198
H 5.2688 3.7024 3.6015
H 6.4748 3.1046 2.4384
H 5.2410 4.2934 1.9232
H 4.7252 2.1395 1.2983
```

Charge: +1
E_tot, eV: -39679.552
LUMO level, Ha: -0.1166
HOMO, eV: -11.27
HOMO-LUMO gap, eV: 8.09

These are the Löwdin partial charges, in e, on atoms 1 to 8: atom 1 (C): -0.02, atom 2 (C): -0.14, atom 3 (C): -0.18, atom 4 (N): 0.07, atom 5 (C): -0.21, atom 6 (N): 0.03, atom 7 (C): -0.04, atom 8 (N): 0.07

---

- The highest E_tot belongs to which entry?
  C16H47N4O5